ORCA calculation (ωB97M-V with the def2-TZVPD basis set) on 14 unconnected molecules or ions with the total composition C5H38NO15 at a distorted geometry.

LUMO level = -2.1336 eV
Electronic energy = -1396.3224 Eh
Total charge = +1
Gap between HOMO and LUMO = 10.391 eV
ΔE to the lowest compared entry with this formula, charge and spin = 107.3 kcal per mole

Last column: natural (NBO) charge in e.
Atoms and positions in Å:
O -1.76 -2.80 1.09  -0.50
C -0.82 -2.35 1.68  0.44
C -0.01 -1.27 0.89  -0.16
C 1.44 -1.42 1.22  -0.47
C 2.62 -0.63 0.61  -0.45
C 1.99 0.73 0.38  -0.09
O 1.99 1.51 1.60  -0.77
N -0.32 -1.47 -0.54  -0.73
H -0.42 -2.83 2.58  0.16
H -0.20 -0.27 1.30  0.25
H 1.73 -2.44 0.84  0.23
H 1.41 -1.30 2.40  0.28
H 2.87 -1.18 -0.22  0.24
H 3.54 -0.39 1.30  0.23
H 2.66 1.49 -0.20  0.22
H 0.89 0.76 -0.04  0.15
H 2.76 1.15 2.13  0.49
H 0.00 -0.65 -1.12  0.45
H 0.17 -2.31 -1.00  0.48
H -1.27 -1.61 -0.73  0.48
H 2.92 -2.08 3.30  0.48
H 2.90 -1.15 4.50  0.49
O 2.74 -1.13 3.54  -0.95
H 1.78 -4.47 -1.80  0.50
H 2.39 -3.18 -1.59  0.51
O 1.63 -3.70 -1.16  -0.99
H -4.54 0.28 -2.37  0.49
H -4.63 1.82 -2.13  0.48
O -3.99 1.08 -2.07  -0.97
H -0.81 0.92 -5.17  0.48
H -1.23 1.02 -3.78  0.51
O -0.55 0.68 -4.33  -0.96
H -1.35 3.63 0.02  0.48
H -1.75 2.65 1.20  0.51
O -1.35 2.71 0.33  -0.99
H -0.15 3.32 2.91  0.49
H 0.21 2.10 2.10  0.50
O -0.48 2.41 2.63  -0.98
H 4.14 3.61 -2.70  0.47
H 3.83 4.48 -1.41  0.48
O 3.90 3.51 -1.78  -0.95
H 2.74 -1.44 -3.18  0.50
H 4.24 -1.50 -3.04  0.49
O 3.45 -1.99 -2.80  -0.98
H -1.38 2.32 -1.68  0.51
H -0.04 2.84 -2.35  0.49
O -0.69 2.13 -2.28  -0.99
H -3.33 -0.01 -0.29  0.51
H -3.56 -1.30 0.30  0.49
O -3.21 -1.02 -0.56  -1.01
H 0.82 -0.03 -3.67  0.52
H 0.83 0.53 -2.25  0.48
O 1.31 -0.18 -2.80  -1.02
H -4.06 0.02 2.36  0.51
H -5.19 -0.19 1.18  0.50
O -4.34 0.05 1.50  -0.99
H -2.47 0.87 5.30  0.48
H -2.12 1.26 3.88  0.48
O -2.84 0.88 4.36  -0.96

=====

ORCA calculation (ωB97M-V with the def2-TZVPD basis set) on a molecular structure, C12H47Al2O16P at a distorted geometry.

LUMO level = -11.9718 eV
Electronic energy = -2514.4354 Eh
Total charge = +2
Gap between HOMO and LUMO = 2.922 eV

Last column: Mulliken charge in e.
Atoms and positions in Å:
Al 8.87 12.14 10.91  0.88
Al 12.81 11.69 13.96  0.92
C 10.42 14.54 13.75  -0.58
O 10.56 13.33 13.12  -0.29
H 9.92 15.18 13.01  0.28
H 9.73 14.58 14.60  0.32
H 11.40 14.93 14.04  0.30
P 12.02 10.59 10.80  1.05
O 11.01 10.79 11.94  -0.74
O 13.17 11.56 11.15  -0.99
O 11.20 11.00 9.56  0.50
O 12.52 9.10 10.74  -0.32
C 9.61 7.75 9.29  -0.54
O 10.83 8.05 8.73  -0.36
H 9.34 8.45 10.09  0.27
H 8.76 7.65 8.61  0.39
H 9.56 6.76 9.78  0.28
H 11.40 8.52 9.37  0.20
C 8.81 10.25 6.76  -0.67
O 8.90 10.60 8.14  -0.41
H 9.59 9.51 6.54  0.21
H 7.88 9.72 6.55  0.33
H 8.96 11.08 6.07  0.25
H 9.83 10.52 8.39  0.28
C 13.21 10.09 7.01  -0.14
O 12.36 11.15 7.25  -0.48
H 12.65 9.14 6.87  0.15
H 13.79 10.30 6.12  0.46
H 13.88 9.79 7.83  -0.04
H 11.91 11.05 8.13  0.06
C 7.93 8.80 13.65  -0.75
O 8.54 9.61 12.64  -0.28
H 6.93 9.16 13.89  0.28
H 7.80 7.82 13.20  0.25
H 8.58 8.76 14.53  0.26
H 9.37 9.19 12.36  0.20
C 16.20 10.63 9.97  -0.61
O 15.64 11.86 10.39  -0.65
H 15.79 9.80 10.55  0.09
H 15.98 10.42 8.92  0.27
H 17.26 10.50 10.18  0.42
H 14.66 11.78 10.50  0.67
C 14.85 8.03 12.81  -0.69
O 14.04 9.19 12.85  -0.22
H 14.30 7.08 12.86  0.17
H 15.39 8.04 11.85  0.24
H 15.55 7.98 13.64  0.35
H 13.47 9.19 12.06  0.22
C 13.71 6.87 8.56  -0.29
O 14.29 7.87 9.39  -0.40
H 13.06 6.29 9.20  0.18
H 13.15 7.37 7.76  0.04
H 14.48 6.27 8.08  0.34
H 13.63 8.16 10.07  0.25
C 13.67 14.07 8.99  -0.53
O 12.67 13.84 9.93  -0.41
H 13.92 13.15 8.45  0.13
H 13.28 14.76 8.24  0.30
H 14.60 14.47 9.40  0.32
H 12.82 12.98 10.39  0.49
C 10.06 14.64 7.71  -0.72
O 10.06 13.43 8.48  -0.28
H 9.23 15.29 7.97  0.30
H 10.97 15.20 7.92  0.21
H 10.10 14.43 6.64  0.30
H 10.87 13.00 8.21  0.03
C 16.88 11.33 13.55  -0.66
O 15.73 12.04 13.12  -0.40
H 17.66 11.53 12.81  0.30
H 17.24 11.75 14.49  0.30
H 16.76 10.25 13.67  0.17
H 15.77 12.06 12.14  0.35
C 11.17 6.33 12.20  -0.64
O 10.81 7.73 12.18  -0.38
H 10.52 5.73 12.81  0.32
H 11.25 5.91 11.19  0.23
H 12.19 6.35 12.61  0.10
H 11.50 8.21 11.66  0.30

=====

ORCA calculation (ωB97M-V with the def2-TZVPD basis set) on a molecular structure, C4H3N4S at a distorted geometry.

LUMO level (spin up / spin down) = 3.1421 / 3.1424 eV
Electronic energy = -771.3223 Eh
Total charge = -1
Gap between HOMO and LUMO (spin up / spin down) = 6.499 / 6.500 eV
ΔE to the lowest compared entry with this formula, charge and spin = 0.0 kcal per mole

Last column: natural (NBO) charge in e.
Atoms and positions in Å:
C 2.11 -0.10 1.45  -0.21
C 1.62 0.17 0.37  -0.03
C -1.69 0.47 -0.23  0.08
C 1.04 0.36 -0.87  -0.22
N -0.90 -1.59 -0.04  -0.18
N -2.49 -0.29 0.59  -0.40
N -1.95 -1.49 0.64  -0.08
N -0.73 -0.39 -0.68  -0.26
S -1.93 1.95 -0.84  -0.41
H 2.72 -0.06 2.31  0.23
H 1.48 -0.29 -1.61  0.23
H 0.72 1.26 -1.10  0.24

=====

ORCA calculation (ωB97M-V with the def2-TZVPD basis set) on C4H5NS2 in the gas phase at a distorted geometry.

LUMO level = 0.7026 eV
SMILES string = C1=NSC2(CC2)S1
Electronic energy = -1006.4727 Eh
Gap between HOMO and LUMO = 8.802 eV
ΔE to the lowest compared entry with this formula, charge and spin = 50.7 kcal per mole

Last column: natural (NBO) charge in e.
Atoms and positions in Å:
C -2.42 0.55 -0.02  -0.05
N -2.51 -0.71 0.11  -0.54
S -1.01 -1.56 -0.08  0.41
C 0.15 -0.03 -0.06  -0.35
C 1.55 -0.07 0.73  -0.42
C 1.42 -0.19 -0.76  -0.44
S -0.84 1.41 -0.10  0.27
H -3.27 1.29 0.08  0.22
H 1.77 0.88 1.17  0.21
H 1.81 -0.90 1.37  0.23
H 1.73 0.60 -1.38  0.23
H 1.63 -1.28 -1.07  0.23

=====

ORCA calculation (ωB97M-V with the def2-TZVPD basis set) on 2 unconnected molecules or ions with the total composition Cl3H3Si2.

LUMO level = -0.8496 eV
Electronic energy = -1961.4256 Eh
Gap between HOMO and LUMO = 8.043 eV
ΔE to the lowest compared entry with this formula, charge and spin = 35.2 kcal per mole

Last column: natural (NBO) charge in e.
Atoms and positions in Å:
Si 2.06 -0.36 0.42  1.07
Si -2.92 1.09 -0.65  0.76
Cl 2.90 1.45 0.24  -0.36
Cl -3.55 -0.24 0.80  -0.45
Cl 0.55 -0.54 -0.90  -0.37
H 3.06 -1.37 0.12  -0.17
H 1.50 -0.49 1.76  -0.17
H -3.61 0.46 -1.80  -0.30

=====

ORCA calculation (ωB97M-V with the def2-TZVPD basis set) on a molecular structure, C15H29IrN5O.

LUMO level = -10.9320 eV
Electronic energy = -1041.3150 Eh
Total charge = +3
Gap between HOMO and LUMO = 8.752 eV
ΔE to the lowest compared entry with this formula, charge and spin = 2.6 kcal per mole

Last column: natural (NBO) charge in e.
Atoms and positions in Å:
Ir 0.03 0.66 0.02  1.19
C 2.89 2.59 0.46  -0.46
C 2.26 1.96 1.71  -0.23
N 0.78 1.75 1.64  -0.56
C 0.24 1.20 2.91  -0.25
C -1.19 0.75 2.69  -0.25
N -1.24 -0.17 1.51  -0.59
C -0.88 -1.58 1.88  -0.24
C -0.57 -2.41 0.65  -0.45
C 0.81 -2.17 0.03  -0.23
N 1.38 -0.81 0.32  -0.46
C 2.64 -0.55 -0.47  -0.25
C 2.33 0.30 -1.69  -0.26
N 1.42 1.43 -1.31  -0.57
C 2.08 2.68 -0.82  -0.23
H 3.85 2.10 0.27  0.25
H 3.16 3.63 0.69  0.28
H 2.48 2.57 2.59  0.25
H 2.70 0.98 1.93  0.19
H 0.37 2.68 1.53  0.41
H 0.30 1.94 3.71  0.27
H 0.88 0.36 3.21  0.21
H -1.83 1.61 2.47  0.23
H -1.59 0.26 3.58  0.26
H -2.20 -0.20 1.19  0.41
H -1.72 -2.01 2.43  0.26
H -0.04 -1.55 2.58  0.21
H -1.36 -2.24 -0.09  0.22
H -0.64 -3.46 0.92  0.29
H 0.78 -2.28 -1.06  0.23
H 1.53 -2.89 0.41  0.25
H 1.65 -0.83 1.30  0.41
H 3.08 -1.50 -0.77  0.26
H 3.35 -0.06 0.19  0.23
H 1.81 -0.28 -2.45  0.24
H 3.26 0.68 -2.13  0.26
H 0.93 1.68 -2.16  0.43
H 1.27 3.41 -0.72  0.22
H 2.73 3.06 -1.61  0.26
O -0.88 0.18 -1.74  -0.63
N -2.03 -0.51 -1.96  0.02
C -3.21 0.03 -1.57  0.02
C -4.38 -0.62 -1.87  -0.19
C -4.35 -1.80 -2.60  -0.08
C -3.12 -2.31 -3.01  -0.19
C -1.97 -1.63 -2.69  0.04
H -3.15 0.98 -1.07  0.24
H -5.32 -0.18 -1.56  0.28
H -5.27 -2.31 -2.86  0.28
H -3.05 -3.21 -3.61  0.28
H -0.98 -1.93 -3.00  0.25

=====

ORCA calculation (ωB97M-V with the def2-TZVPD basis set) on C4H7N in the gas phase at a distorted geometry.

LUMO level = 1.0756 eV
SMILES string = C#CCNC
Electronic energy = -211.2684 Eh
Gap between HOMO and LUMO = 10.138 eV
ΔE to the lowest compared entry with this formula, charge and spin = 57.9 kcal per mole

Last column: natural (NBO) charge in e.
Atoms and positions in Å:
C -2.11 0.14 1.53  -0.24
C -1.03 0.09 0.98  -0.02
C 0.30 -0.01 0.48  -0.31
N 0.32 0.17 -0.96  -0.61
C 1.68 -0.33 -1.49  -0.42
H -3.08 0.11 2.06  0.25
H 0.66 -1.04 0.69  0.22
H 0.96 0.68 1.00  0.19
H 0.10 1.12 -1.27  0.37
H 1.66 -0.25 -2.54  0.20
H 1.86 -1.40 -1.17  0.19
H 2.53 0.24 -1.04  0.17

=====

ORCA calculation (ωB97M-V with the def2-TZVPD basis set) on C8H13P in the gas phase at a distorted geometry.

LUMO level = 1.0718 eV
SMILES string = C#C[C@@H]1CCCCP1C
Electronic energy = -653.8379 Eh
Gap between HOMO and LUMO = 9.310 eV
ΔE to the lowest compared entry with this formula, charge and spin = 39.1 kcal per mole

Last column: natural (NBO) charge in e.
Atoms and positions in Å:
C -0.84 -3.25 -1.75  -0.27
C -0.53 -2.14 -1.51  -0.03
C -0.29 -0.76 -1.14  -0.43
C 0.98 -0.07 -1.60  -0.43
C 1.14 1.34 -0.94  -0.38
C 1.30 1.35 0.64  -0.42
C 0.09 0.83 1.20  -0.74
P 0.09 -1.02 1.09  0.79
C -1.57 -1.42 1.78  -0.96
H -1.52 -4.04 -1.72  0.23
H -1.24 -0.17 -1.25  0.23
H 1.02 0.10 -2.67  0.21
H 1.82 -0.80 -1.56  0.22
H 0.22 1.91 -1.29  0.19
H 2.05 1.69 -1.38  0.21
H 2.21 0.79 0.73  0.22
H 1.66 2.40 1.01  0.21
H 0.07 1.11 2.32  0.22
H -0.85 1.22 0.88  0.22
H -2.18 -0.59 2.04  0.23
H -1.33 -2.20 2.55  0.24
H -2.00 -1.92 0.96  0.24

=====

ORCA calculation (ωB97M-V with the def2-TZVPD basis set) on 7 unconnected molecules or ions with the total composition C7H12Cl12N4O8 at a distorted geometry.

LUMO level (spin up / spin down) = -7.0779 / -10.1672 eV
Electronic energy = -6616.3266 Eh
Total charge = +1
Gap between HOMO and LUMO (spin up / spin down) = 5.700 / 2.610 eV
2S+1 = 2

Last column: Löwdin spin population.
Atoms and positions in Å:
C -1.00 3.61 -3.44  0.00
Cl -0.38 4.89 -4.59  0.00
Cl -0.80 1.99 -4.21  0.00
Cl -0.23 3.68 -1.77  0.00
Cl -2.73 3.99 -3.05  0.00
C -2.97 4.06 2.68  0.00
Cl -2.64 2.36 3.02  0.00
Cl -3.17 4.18 0.92  0.00
Cl -4.42 4.61 3.53  0.00
Cl -1.58 4.96 3.30  0.00
C 3.43 2.15 -3.04  0.00
Cl 2.10 1.01 -2.81  0.00
Cl 3.66 3.09 -1.52  0.00
Cl 4.84 1.09 -3.30  0.00
Cl 3.26 3.30 -4.34  0.00
C -0.52 1.28 0.11  0.00
N -0.30 0.18 1.12  0.00
O -0.13 0.47 2.27  0.00
O -0.36 -0.96 0.68  0.00
H -0.85 2.14 0.68  0.00
H -1.28 1.05 -0.64  0.00
H 0.39 1.54 -0.43  0.00
C 0.97 -1.85 4.13  0.05
N 1.57 -0.97 5.22  0.05
O 2.21 0.02 4.88  0.00
O 1.30 -1.22 6.45  0.88
H 0.75 -2.85 4.52  0.00
H 1.86 -2.01 3.52  0.01
H 0.10 -1.33 3.73  0.00
C -1.92 -2.74 -3.48  0.00
N -1.48 -1.38 -3.64  0.00
O -1.85 -0.54 -2.81  0.00
O -0.76 -1.19 -4.59  0.00
H -2.98 -2.92 -3.69  0.00
H -1.74 -2.97 -2.42  0.00
H -1.30 -3.43 -4.06  0.00
C 0.61 -4.22 0.95  0.00
N 2.06 -4.12 1.05  0.00
O 2.53 -3.08 1.50  0.00
O 2.72 -5.12 0.77  0.00
H 0.36 -5.07 1.59  0.00
H 0.47 -4.41 -0.12  0.00
H 0.21 -3.29 1.35  0.00

=====

ORCA calculation (ωB97M-V with the def2-TZVPD basis set) on a molecular structure, C4H30HgO12 at a distorted geometry.

LUMO level = -5.4140 eV
Electronic energy = -1226.3419 Eh
Gap between HOMO and LUMO = 2.588 eV
ΔE to the lowest compared entry with this formula, charge and spin = 135.9 kcal per mole

Last column: natural (NBO) charge in e.
Atoms and positions in Å:
Hg -9.90 -9.45 24.55  0.22
C -12.52 -5.61 26.91  -0.65
C -11.82 -6.68 27.76  -0.13
O -10.53 -7.03 27.28  -0.42
H -12.53 -5.83 25.84  0.22
H -12.18 -4.58 27.04  0.21
H -13.59 -5.52 27.14  0.21
H -12.39 -7.61 27.79  0.21
H -11.71 -6.24 28.75  0.20
C -15.79 -10.89 25.77  -0.63
C -14.75 -11.46 24.88  -0.12
O -13.43 -11.26 25.28  -0.39
H -15.77 -11.42 26.73  0.21
H -16.73 -11.06 25.25  0.21
H -15.61 -9.83 25.94  0.22
H -14.90 -11.08 23.87  0.20
H -14.93 -12.52 24.75  0.23
O -13.81 -1.58 24.69  -0.95
H -14.05 -1.70 25.61  0.48
H -14.55 -1.10 24.31  0.47
O -15.61 -1.90 28.17  -0.94
H -15.31 -2.50 28.85  0.47
H -15.67 -1.05 28.60  0.47
O -16.88 -7.59 30.20  -0.93
H -16.62 -6.67 30.17  0.47
H -16.06 -8.08 30.14  0.47
O -10.87 -6.96 22.32  -0.95
H -11.11 -6.04 22.44  0.48
H -10.87 -7.08 21.37  0.47
O -9.29 -3.61 31.09  -0.93
H -8.63 -3.59 30.40  0.47
H -10.01 -4.12 30.72  0.46
O -7.91 -3.80 24.21  -0.94
H -7.03 -3.54 24.50  0.47
H -8.15 -4.51 24.80  0.47
O -11.18 -3.16 21.89  -0.95
H -11.73 -2.93 22.64  0.48
H -10.28 -3.11 22.22  0.48
O -11.04 -8.15 32.96  -0.94
H -10.42 -7.48 33.24  0.47
H -10.58 -8.61 32.26  0.47
O -6.61 -7.46 29.96  -0.94
H -7.48 -7.49 29.55  0.47
H -6.63 -8.16 30.61  0.47
O -11.43 -12.78 29.06  -0.94
H -11.86 -12.41 28.30  0.47
H -12.10 -12.79 29.74  0.47

=====

ORCA calculation (ωB97M-V with the def2-TZVPD basis set) on C6H9BN2O2 in the gas phase at a distorted geometry.

LUMO level = 0.1408 eV
Electronic energy = -518.8635 Eh
Gap between HOMO and LUMO = 8.418 eV
ΔE to the lowest compared entry with this formula, charge and spin = 39.6 kcal per mole

Last column: natural (NBO) charge in e.
Atoms and positions in Å:
B -1.48 0.92 0.10  1.07
C 0.66 -1.88 0.50  -0.39
C 1.54 -1.00 1.01  -0.03
C -0.42 -1.60 -0.33  0.39
C 1.05 0.91 -0.66  0.30
C 1.63 0.47 0.71  -0.53
C -0.30 0.47 -0.89  -0.65
N -1.34 -2.28 -0.87  -0.62
N 1.82 1.58 -1.42  -0.68
O -2.71 0.68 -0.35  -0.91
O -1.16 1.36 1.30  -0.89
H 0.90 -2.95 0.72  0.23
H 2.20 -1.37 1.81  0.21
H 1.14 1.00 1.55  0.26
H 2.69 0.71 0.76  0.24
H -0.57 0.40 -2.02  0.24
H -1.98 -1.60 -1.48  0.38
H 1.73 1.78 -2.40  0.36
H -3.53 1.10 -0.01  0.51
H -1.87 1.27 1.97  0.50

=====

ORCA calculation (ωB97M-V with the def2-TZVPD basis set) on CH3NS2 in the gas phase at a distorted geometry.

LUMO level = 0.0291 eV
SMILES string = S=CNS
Electronic energy = -890.9816 Eh
Gap between HOMO and LUMO = 8.695 eV
ΔE to the lowest compared entry with this formula, charge and spin = 29.3 kcal per mole

Last column: natural (NBO) charge in e.
Atoms and positions in Å:
S 2.08 -1.09 -1.06  -0.20
C 0.54 -0.73 -0.35  0.00
N 0.16 0.45 0.08  -0.72
S -1.47 0.97 0.15  0.17
H -0.27 -1.40 -0.39  0.19
H 0.91 1.19 0.04  0.42
H -1.97 0.61 1.52  0.14

=====

Copy entry 5 word for word.
ORCA calculation (ωB97M-V with the def2-TZVPD basis set) on 2 unconnected molecules or ions with the total composition Cl3H3Si2.

LUMO level = -0.8496 eV
Electronic energy = -1961.4256 Eh
Gap between HOMO and LUMO = 8.043 eV
ΔE to the lowest compared entry with this formula, charge and spin = 35.2 kcal per mole

Last column: natural (NBO) charge in e.
Atoms and positions in Å:
Si 2.06 -0.36 0.42  1.07
Si -2.92 1.09 -0.65  0.76
Cl 2.90 1.45 0.24  -0.36
Cl -3.55 -0.24 0.80  -0.45
Cl 0.55 -0.54 -0.90  -0.37
H 3.06 -1.37 0.12  -0.17
H 1.50 -0.49 1.76  -0.17
H -3.61 0.46 -1.80  -0.30

=====

> Look up the electronic energy of the seventh one.

-211.2684 Eh

=====

> The highest electronic energy belongs to which entry?

C4H7N

=====

> What is the formula in the ninth record?

C7H12Cl12N4O8